No. 1
Computed, not measured: a molecular structure, C30H19EuN6O9S3 at a distorted geometry, with wB97M-V/def2-TZVPD.

Each line ends with the Löwdin charge.
Geometry (Å):
Eu  -0.2605  0.7277  -0.0266  1.56
O  0.5580  -3.7788  2.6745  0.09
C  0.3540  -2.8486  1.7020  -0.48
O  -0.7394  -2.5555  1.3146  0.06
C  1.6470  -2.2853  1.1819  -0.19
C  2.8434  -2.9248  1.4470  0.00
C  3.9955  -2.4132  0.8666  -0.04
C  3.9036  -1.2985  0.0589  0.03
C  2.6593  -0.7009  -0.1176  -0.14
N  1.5517  -1.1874  0.4373  0.13
C  2.4818  0.5811  -0.9503  -0.64
O  3.7074  0.8939  -1.5179  0.05
O  1.8291  1.5069  -0.3494  -0.19
H  -0.3340  -4.0307  2.9493  0.12
H  2.8621  -3.8005  2.0777  0.11
H  4.9511  -2.8928  1.0393  0.11
H  4.7599  -0.8649  -0.4340  0.12
H  3.6337  1.0697  -2.4817  0.07
O  1.3570  2.2980  -6.2484  0.13
C  1.1786  2.1129  -5.0744  -0.24
C  -0.0333  2.5335  -4.2413  -0.25
O  -0.7770  3.4544  -4.4614  0.13
C  -0.0106  1.6323  -3.0376  -0.31
C  1.2022  0.9055  -3.0613  -0.19
O  1.5133  -0.0018  -2.1146  -0.03
C  2.0694  1.3561  -4.1038  -0.28
O  3.2893  1.2254  -4.2136  0.06
O  -0.8942  1.5801  -2.1620  -0.12
N  -3.6870  0.1250  1.1037  0.12
C  -3.6179  1.5031  0.8696  -0.32
C  -4.5138  2.3372  1.5520  -0.03
C  -4.5150  3.6777  1.2424  -0.08
C  -3.6683  4.1544  0.2418  -0.06
C  -2.8077  3.2548  -0.3468  -0.13
N  -2.7386  1.9638  0.0017  0.07
C  -3.2728  -0.9323  0.2974  -0.32
C  -3.9812  -2.1400  0.4048  -0.02
C  -3.6354  -3.1847  -0.4142  -0.08
C  -2.6051  -3.0200  -1.3356  -0.08
C  -1.9493  -1.8108  -1.3536  -0.14
N  -2.2718  -0.7829  -0.5563  0.02
H  -4.3235  -0.1390  1.8338  0.13
H  -5.1799  1.9309  2.3034  0.11
H  -5.1735  4.3539  1.7729  0.11
H  -3.6550  5.1959  -0.0464  0.11
H  -2.1186  3.5544  -1.1275  0.10
H  -4.7960  -2.2290  1.1128  0.11
H  -4.1767  -4.1216  -0.3546  0.10
H  -2.3061  -3.8127  -2.0067  0.10
H  -1.1363  -1.6241  -2.0489  0.11
S  -2.2890  5.5895  3.7540  0.52
C  -1.5816  4.1481  3.2657  -1.11
S  -1.8925  2.6571  4.0820  0.95
C  -0.9737  1.7539  2.9021  -1.18
N  -0.4745  2.5336  1.9893  -0.08
N  -0.7604  3.8755  2.2342  -0.13
C  -0.0561  4.8134  1.4055  -0.19
C  0.2969  4.4562  0.1121  -0.03
C  1.0151  5.3361  -0.6801  -0.06
C  1.3874  6.5792  -0.1889  -0.09
C  1.0474  6.9217  1.1123  -0.08
C  0.3333  6.0434  1.9152  -0.05
S  -0.8276  0.0484  2.8930  0.49
H  0.0488  3.4908  -0.2955  0.06
H  1.2863  5.0331  -1.6832  0.11
H  1.9466  7.2668  -0.8106  0.10
H  1.3467  7.8799  1.5189  0.10
H  0.0770  6.3095  2.9291  0.06

Atomic forces in eV per Å
Eu -1.22 -0.22 1.02
O -0.17 0.27 -0.23
C 0.46 -0.02 0.15
O -0.06 -0.09 -0.07
C -0.22 -0.14 0.13
C 0.11 -0.03 -0.02
C 0.01 -0.05 0.03
C 0.01 0.06 0.03
C -0.05 -0.07 -0.13
N 0.15 -0.05 -0.19
C 0.29 -0.10 0.10
O -0.25 0.03 -0.13
O 1.35 0.46 -0.24
H -0.04 -0.12 0.10
H 0.01 0.01 -0.01
H -0.01 0.02 0.00
H 0.00 0.00 0.00
H 0.05 -0.09 -0.01
O 0.07 0.12 0.04
C -0.09 -0.06 0.06
C 0.17 -0.02 0.01
O -0.10 -0.07 -0.04
C 0.36 -0.07 -0.25
C -0.15 0.15 0.12
O 0.24 0.08 -0.07
C 0.09 0.12 -0.15
O -0.09 -0.14 0.02
O -0.32 0.26 -0.45
N 0.12 0.10 -0.17
C -0.14 -0.35 0.06
C 0.01 -0.01 0.00
C 0.01 0.11 0.03
C -0.04 -0.06 0.06
C 0.08 0.03 0.02
N -0.10 -0.06 -0.19
C -0.29 0.15 0.02
C 0.00 0.00 0.10
C -0.02 -0.06 -0.03
C 0.13 -0.08 -0.05
C -0.27 0.16 -0.02
N -0.21 -0.35 -0.08
H -0.01 -0.01 0.04
H 0.00 0.01 -0.02
H 0.01 0.00 -0.01
H -0.01 -0.01 0.02
H 0.00 0.00 0.01
H 0.01 0.00 -0.01
H 0.02 0.02 0.01
H -0.02 -0.01 0.01
H 0.06 -0.02 0.05
S 0.13 -0.27 -0.12
C -0.10 0.35 0.01
S -0.19 -0.21 0.26
C 0.00 -0.20 -0.05
N 0.28 0.35 0.11
N 0.18 -0.08 -0.26
C -0.15 -0.08 0.12
C 0.03 -0.03 -0.11
C 0.00 0.05 0.00
C -0.05 -0.05 0.04
C 0.00 -0.01 0.01
C 0.05 0.10 0.03
S -0.08 0.31 0.28
H -0.03 -0.03 0.04
H 0.00 0.01 0.01
H 0.00 -0.01 0.02
H -0.01 -0.01 0.00
H 0.02 0.01 -0.04

Values from the calculation:
* maximum force: 1.61 eV Å⁻¹
* frontier orbital gap (alpha / beta): 0.208 / 0.267 Ha
* spin multiplicity: 8
* net charge: -1
* highest occupied orbital energy (alpha / beta): -0.1305 / -0.1897 Eh



No. 2
Computed, not measured: a molecular structure, C30H20AsCuF5NO2 at a distorted geometry, with wB97M-V/def2-TZVPD.

Each line ends with the Löwdin charge.
Geometry (Å):
Cu  0.2628  1.4498  -1.1831  0.25
O  2.5336  1.6253  -0.5159  -0.12
C  2.9851  2.9435  -0.6943  -0.17
C  1.8530  3.9437  -0.7536  -0.24
C  2.0968  5.2992  -0.9275  -0.02
C  1.0162  6.1632  -0.9826  -0.05
C  -0.2680  5.6455  -0.8786  -0.04
C  -0.4194  4.2818  -0.7090  -0.09
N  0.6214  3.4550  -0.6374  0.07
H  2.1964  1.5442  0.3863  0.07
H  3.5351  2.9618  -1.6401  0.14
H  3.6838  3.2181  0.1083  0.14
H  3.1084  5.6596  -1.0319  0.12
H  1.1727  7.2227  -1.1116  0.11
H  -1.1350  6.2852  -0.9362  0.11
H  -1.3921  3.8162  -0.6472  0.11
F  -4.8428  -2.5491  -2.6317  0.09
C  -4.0168  -1.4990  -2.4716  -0.16
C  -4.4813  -0.3057  -1.9206  -0.16
F  -5.7641  -0.2029  -1.5358  0.11
C  -3.6250  0.7640  -1.7456  -0.15
F  -4.1037  1.8958  -1.1880  0.09
C  -2.2546  0.7342  -2.1196  -0.34
O  -1.4901  1.7450  -1.9780  -0.11
C  -1.8398  -0.5061  -2.6741  -0.17
F  -0.5456  -0.6226  -3.0943  0.02
C  -2.6836  -1.5855  -2.8550  -0.16
F  -2.2131  -2.7131  -3.4108  0.11
C  0.8039  -5.4449  -1.0204  -0.09
C  1.7885  -4.5613  -1.4315  -0.08
C  1.6300  -3.2031  -1.2290  -0.12
C  0.4980  -2.7175  -0.5865  -0.34
C  -0.4838  -3.6056  -0.1699  -0.09
C  -0.3332  -4.9640  -0.3962  -0.08
As  0.4365  -0.7863  -0.2628  1.42
C  -0.8911  -0.7191  1.1382  -0.29
C  -2.2665  -0.8238  1.0050  -0.08
C  -3.0846  -0.7027  2.1163  -0.06
C  -2.5275  -0.4712  3.3637  -0.07
C  -1.1544  -0.3863  3.5142  -0.02
C  -0.3224  -0.5142  2.4078  -0.19
C  1.1408  -0.5388  2.4331  -0.19
C  1.9498  -0.4152  3.5593  -0.02
C  3.3236  -0.5481  3.4417  -0.08
C  3.9082  -0.7902  2.2076  -0.08
C  3.1152  -0.8692  1.0746  -0.11
C  1.7387  -0.7505  1.1806  -0.31
H  0.9244  -6.5039  -1.1929  0.10
H  2.6818  -4.9366  -1.9066  0.10
H  2.3855  -2.5017  -1.5719  0.10
H  -1.3658  -3.2395  0.3416  0.10
H  -1.1080  -5.6476  -0.0796  0.11
H  -2.7098  -1.0256  0.0389  0.09
H  -4.1554  -0.7924  2.0095  0.11
H  -3.1730  -0.3719  4.2239  0.10
H  -0.7353  -0.2406  4.4990  0.10
H  1.5082  -0.2268  4.5291  0.11
H  3.9427  -0.4671  4.3232  0.10
H  4.9788  -0.9118  2.1228  0.10
H  3.5684  -0.9943  0.0996  0.10

Atomic forces in eV per Å
Cu 0.08 -0.11 0.05
O 0.25 0.06 -0.02
C 0.29 0.16 -0.03
C -0.04 0.12 0.04
C -0.20 -0.04 0.02
C 0.01 -0.19 0.00
C 0.09 -0.01 0.05
C -0.21 0.33 0.02
N 0.27 -0.22 -0.13
H 0.10 -0.17 0.04
H -0.03 0.02 0.11
H -0.07 0.05 -0.15
H 0.13 0.04 0.03
H 0.01 0.12 -0.04
H -0.06 0.01 0.02
H -0.08 -0.04 -0.04
F 0.07 0.13 0.01
C 0.06 0.04 0.02
C 0.11 -0.11 -0.03
F 0.20 -0.08 -0.07
C 0.21 0.13 -0.08
F 0.04 -0.21 -0.09
C -0.88 -0.95 -0.29
O 0.26 0.60 0.00
C 0.34 0.32 -0.06
F -0.57 0.01 -0.09
C -0.16 -0.07 0.09
F -0.14 0.17 0.12
C 0.01 -0.01 -0.01
C 0.10 -0.07 -0.03
C 0.03 0.25 -0.08
C 0.07 0.12 -0.20
C -0.16 0.32 0.10
C -0.05 -0.07 0.00
As -0.09 -0.44 0.68
C -0.15 0.06 0.40
C 0.01 -0.04 -0.24
C -0.01 0.00 0.02
C -0.05 0.01 0.03
C 0.09 0.01 -0.01
C -0.44 -0.11 -0.20
C 0.41 0.00 -0.19
C -0.09 0.00 -0.02
C -0.03 0.00 0.11
C 0.04 -0.01 -0.06
C -0.05 0.04 -0.20
C 0.07 0.06 0.27
H 0.00 -0.09 0.00
H 0.09 -0.01 -0.10
H 0.03 -0.14 -0.02
H 0.00 -0.03 -0.03
H -0.05 -0.03 0.03
H 0.00 0.06 -0.07
H -0.08 0.00 -0.03
H -0.01 0.01 0.10
H 0.05 0.04 0.08
H 0.00 -0.02 0.03
H 0.05 0.00 0.06
H 0.06 0.03 0.02
H 0.06 -0.07 0.01

Values from the calculation:
* maximum force: 1.33 eV Å⁻¹
* frontier orbital gap: 0.279 Ha
* highest occupied orbital energy: -0.2672 Eh



No. 3
Computed, not measured: a molecular structure, C30H20BrN5O11S2W at a distorted geometry, with wB97M-V/def2-TZVPD.

Each line ends with the Löwdin charge.
Geometry (Å):
W  -1.0187  -0.0527  -0.2204  1.92
O  1.8836  -3.7386  2.4017  0.06
C  0.6167  -4.1789  2.6928  -0.26
C  0.3424  -5.2839  3.4784  0.01
C  -0.9783  -5.6131  3.7409  -0.05
C  -2.0203  -4.8459  3.2340  -0.06
C  -1.7355  -3.7431  2.4466  -0.01
C  -0.4165  -3.4114  2.1674  -0.12
C  -0.0112  -2.2684  1.3003  -0.27
O  -1.1380  -1.6698  0.6064  -0.21
N  0.5183  -1.1406  2.0737  0.06
N  0.0912  0.1013  1.6740  -0.17
C  0.5880  1.1509  2.2405  -0.15
C  0.0085  2.4417  2.0289  -0.57
Br  -1.7273  2.3215  1.2888  1.06
C  0.4786  3.6366  2.4461  -0.02
C  1.7954  3.9367  2.9701  -0.21
C  1.9189  5.0662  3.7907  -0.01
C  3.1428  5.4012  4.3373  -0.04
C  4.2619  4.6320  4.0427  -0.03
C  4.1622  3.5319  3.1984  -0.05
C  2.9385  3.1860  2.6570  -0.03
H  2.5434  -4.3519  2.7475  0.13
H  1.1512  -5.8795  3.8831  0.13
H  -1.1940  -6.4766  4.3546  0.12
H  -3.0452  -5.1114  3.4472  0.11
H  -2.5418  -3.1457  2.0413  0.12
H  0.6971  -2.5943  0.5315  0.15
H  1.4718  -1.2536  2.4024  0.16
H  1.3919  1.0463  2.9631  0.16
H  -0.2147  4.4712  2.4129  0.13
H  1.0439  5.6615  4.0176  0.13
H  3.2292  6.2632  4.9832  0.12
H  5.2236  4.9054  4.4550  0.12
H  5.0457  2.9623  2.9467  0.12
H  2.8896  2.3682  1.9498  0.09
O  -4.2362  1.7140  -0.8622  0.21
C  -3.7216  0.6808  -1.0598  -0.42
O  -2.8687  0.0525  -0.0652  -0.28
C  -3.7345  -0.2384  -2.2223  -0.05
C  -4.9121  -0.6647  -2.8141  0.12
C  -4.8259  -1.7082  -3.7210  -0.08
C  -3.6435  -2.3655  -3.9984  0.13
C  -2.4839  -1.9181  -3.3835  -0.03
C  -2.5217  -0.8240  -2.5630  -0.18
O  -1.3866  -0.2138  -2.0450  -0.22
N  -1.2268  -2.6671  -3.5832  -0.32
O  -0.4295  -2.6207  -2.6635  0.09
O  -1.1072  -3.2749  -4.6116  0.16
N  -6.0653  -2.1765  -4.3864  -0.35
O  -5.9608  -3.1281  -5.1189  0.13
O  -7.0711  -1.5577  -4.1389  0.12
H  -5.8704  -0.2255  -2.5700  0.16
H  -3.6199  -3.2128  -4.6708  0.15
O  0.9505  -0.8060  -0.8605  -0.38
S  1.7282  0.4907  -0.8100  0.77
O  2.6837  0.5557  0.2425  -0.21
N  0.3819  1.4580  -0.7367  -0.33
C  0.2226  2.2180  -1.9219  -0.81
S  -1.1219  3.0028  -2.3017  0.88
C  1.4478  2.0742  -2.7492  -0.21
C  1.7852  2.8086  -3.8728  0.02
C  3.0003  2.5431  -4.4925  0.00
C  3.8760  1.5728  -4.0015  -0.01
C  3.5608  0.8351  -2.8697  0.01
C  2.3335  1.1043  -2.2870  -0.24
H  1.1151  3.5714  -4.2450  0.12
H  3.2797  3.1096  -5.3700  0.13
H  4.8165  1.3980  -4.5048  0.13
H  4.2330  0.0878  -2.4735  0.14

Atomic forces in eV per Å
W -0.94 1.43 0.85
O 0.01 -0.04 0.05
C 0.06 0.10 -0.01
C 0.01 0.01 -0.01
C -0.06 0.01 0.01
C 0.09 -0.04 0.02
C 0.01 0.03 0.00
C -0.26 -0.10 -0.06
C 0.06 0.24 -0.10
O 0.79 -0.25 -0.41
N -0.15 -0.29 0.33
N 0.74 -0.47 -0.12
C -0.22 0.19 0.11
C 0.31 -0.09 0.18
Br -0.08 -0.06 -0.27
C 0.04 0.01 0.08
C -0.09 -0.02 -0.12
C 0.03 -0.01 0.08
C -0.03 -0.04 -0.03
C 0.03 0.02 0.02
C -0.04 0.02 0.00
C 0.04 -0.05 0.04
H -0.03 0.01 -0.02
H 0.01 -0.01 0.01
H -0.01 -0.01 0.00
H -0.01 0.00 0.01
H 0.00 0.00 -0.02
H -0.11 0.02 0.09
H -0.02 0.18 -0.11
H -0.04 0.02 0.04
H 0.02 0.03 -0.05
H -0.02 0.03 -0.02
H 0.00 0.01 0.00
H 0.01 0.00 0.01
H 0.01 -0.01 -0.01
H -0.03 0.02 -0.04
O -0.14 -0.05 0.29
C 0.23 -0.24 -0.30
O 0.20 0.37 -0.45
C -0.33 -0.05 0.10
C 0.09 -0.01 -0.09
C 0.09 -0.04 0.01
C -0.02 0.09 0.08
C 0.13 -0.44 -0.51
C 0.34 0.78 0.48
O -0.21 -0.95 -0.04
N -0.20 0.20 0.02
O 0.05 -0.05 -0.02
O 0.08 -0.08 -0.07
N 0.04 0.03 0.02
O 0.04 -0.13 -0.09
O -0.15 0.09 0.06
H 0.01 0.00 -0.01
H -0.01 0.01 -0.01
O -0.05 0.14 0.40
S -0.32 0.06 -0.04
O -0.07 -0.03 0.01
N -0.14 -0.65 -0.05
C 0.52 -0.19 0.07
S -0.29 0.17 -0.03
C -0.07 0.11 0.05
C 0.00 -0.03 -0.04
C 0.00 -0.04 0.05
C -0.02 0.02 -0.02
C -0.12 0.05 -0.11
C 0.16 -0.05 -0.29
H 0.00 0.01 0.00
H 0.01 0.00 -0.01
H 0.01 0.00 -0.01
H 0.01 -0.01 0.03

Values from the calculation:
* maximum force: 1.91 eV Å⁻¹
* frontier orbital gap: 0.187 Ha
* net charge: +2
* highest occupied orbital energy: -0.4960 Eh



No. 4
Computed, not measured: a molecular structure, C30H20F3N7O2RhS2 at a distorted geometry, with wB97M-V/def2-TZVPD.

Each line ends with the Löwdin charge.
Geometry (Å):
Rh  0.2469  0.3407  -0.0726  0.74
C  4.1998  -3.0254  4.4344  -0.06
C  3.1338  -2.7124  3.4190  -0.28
C  1.8073  -3.0897  3.6182  -0.05
C  0.8247  -2.7101  2.7316  -0.02
C  1.1028  -1.9560  1.5773  -0.23
N  0.0944  -1.5056  0.7580  -0.07
C  -1.0461  -2.2523  0.5671  -0.27
C  -0.9761  -3.6432  0.3600  -0.02
C  -2.0846  -4.4053  0.0756  -0.05
C  -3.3463  -3.8192  -0.0371  -0.29
C  -4.5519  -4.6327  -0.4236  -0.06
C  -3.4401  -2.4582  0.1771  0.00
C  -2.3293  -1.6813  0.5017  -0.15
N  -2.5500  -0.2905  0.7631  -0.05
C  -3.7325  0.3263  0.9591  -0.05
C  -3.4943  1.6655  1.1680  -0.03
C  -2.1076  1.7936  1.0874  -0.11
N  -1.5515  0.6099  0.8626  -0.07
C  2.4537  -1.6424  1.3499  -0.11
C  3.4279  -1.9863  2.2804  0.00
N  2.8946  -0.9690  0.1627  -0.04
C  4.1591  -0.9238  -0.3000  -0.05
C  4.1666  -0.2241  -1.4826  -0.04
C  2.8344  0.1375  -1.6844  -0.13
N  2.0789  -0.3294  -0.7016  -0.06
H  4.0083  -3.9797  4.9271  0.07
H  4.2421  -2.2557  5.2091  0.08
H  5.1858  -3.0746  3.9708  0.07
H  1.5359  -3.6533  4.5043  0.11
H  -0.2083  -2.9692  2.9247  0.11
H  0.0022  -4.1034  0.4170  0.12
H  -1.9715  -5.4706  -0.0931  0.11
H  -4.5761  -5.5827  0.1127  0.07
H  -4.5472  -4.8602  -1.4923  0.08
H  -5.4762  -4.0977  -0.2045  0.07
H  -4.4097  -1.9901  0.0740  0.10
H  -4.6559  -0.2209  0.9832  0.11
H  -4.2204  2.4361  1.3536  0.10
H  -1.4677  2.6537  1.1982  0.10
H  4.4424  -1.6415  2.1390  0.11
H  4.9611  -1.4136  0.2178  0.12
H  5.0150  0.0001  -2.1032  0.09
H  2.3717  0.6937  -2.4812  0.09
S  -0.9216  -0.2029  -1.9960  0.69
C  -1.4323  1.3604  -2.5955  -0.65
C  -2.4777  1.4251  -3.5117  -0.07
C  -2.8788  2.6371  -4.0600  -0.21
C  -3.9704  2.6622  -4.9896  -0.19
N  -4.8511  2.6556  -5.7297  0.15
C  -2.2157  3.8153  -3.6835  -0.20
C  -1.1852  3.7562  -2.7555  -0.06
C  -0.7905  2.5447  -2.1875  -0.67
S  0.4871  2.4893  -1.0089  0.67
C  -2.5967  5.0824  -4.2394  -0.19
N  -2.8879  6.1047  -4.6786  0.15
H  -2.9866  0.5154  -3.8036  0.11
H  -0.6802  4.6661  -2.4584  0.11
F  2.8774  3.4846  3.4493  0.13
C  2.0970  3.1788  2.3960  -0.55
F  2.4929  3.9617  1.3752  0.12
F  0.8468  3.5480  2.7197  0.12
C  2.2250  1.6731  2.0019  -0.56
O  3.3554  1.2182  2.0410  0.08
O  1.1227  1.1193  1.7118  -0.13

Atomic forces in eV per Å
Rh -0.03 -0.59 0.48
C 0.00 0.03 0.00
C 0.00 -0.05 0.00
C 0.01 0.02 0.00
C 0.02 0.01 -0.01
C 0.05 -0.07 -0.13
N -0.10 -0.13 -0.04
C -0.03 0.04 0.15
C 0.00 0.03 0.04
C -0.04 0.00 0.00
C 0.01 -0.03 0.00
C 0.01 0.00 0.00
C 0.02 0.02 -0.01
C -0.01 0.03 -0.05
N 0.14 -0.10 0.08
C -0.06 0.03 0.11
C 0.01 -0.05 0.02
C 0.06 -0.07 0.31
N -0.19 0.68 -0.84
C 0.02 0.09 -0.01
C -0.02 0.06 0.05
N -0.11 -0.24 -0.08
C 0.02 -0.08 -0.06
C -0.03 -0.02 0.02
C -0.04 -0.20 -0.13
N 0.10 0.73 0.03
H 0.00 0.00 0.00
H 0.00 -0.01 0.01
H 0.00 -0.01 0.00
H 0.00 -0.01 0.00
H 0.00 0.00 0.01
H 0.00 -0.01 -0.02
H 0.01 0.00 0.01
H -0.01 0.00 0.00
H 0.00 0.00 0.00
H 0.00 0.00 0.00
H 0.00 0.01 -0.03
H 0.01 -0.01 0.01
H -0.01 -0.01 0.02
H 0.00 0.01 -0.10
H 0.00 0.02 0.00
H 0.00 -0.01 0.00
H 0.00 -0.02 -0.01
H -0.01 0.08 0.06
S 0.33 -0.17 0.04
C -0.07 -0.02 0.04
C 0.04 0.01 0.00
C -0.01 0.00 -0.01
C 0.01 0.00 0.00
N 0.00 0.00 0.00
C -0.03 0.02 -0.03
C 0.02 -0.04 0.03
C 0.01 -0.08 -0.02
S -0.04 0.13 0.08
C 0.00 -0.01 0.01
N 0.00 0.01 0.00
H 0.00 0.00 0.00
H -0.01 0.01 0.00
F -0.02 -0.01 0.00
C 0.01 -0.02 0.10
F -0.01 0.00 -0.01
F -0.02 0.00 -0.03
C 0.03 -0.09 0.11
O 0.05 0.05 -0.17
O -0.09 0.05 -0.02

Values from the calculation:
* maximum force: 1.09 eV Å⁻¹
* frontier orbital gap: 0.254 Ha
* net charge: -1
* highest occupied orbital energy: -0.1648 Eh